1 | 11
Properties=species:S:1:pos:R:3 method="wB97M-V/def2-TZVPD" homo_energy_ev="-8.873 / -8.873" homo_lumo_gap_ev="8.330 / 8.331" spin_multiplicity=1 charge=0
C 0.23 0.85 -1.41
C 0.78 1.49 -2.29
C -0.03 -1.33 0.72
C -0.84 -0.07 0.44
S -0.75 1.31 1.55
Br 1.79 2.35 -3.59
H -0.43 -2.13 0.04
H -0.16 -1.66 1.80
H 1.08 -1.12 0.54
H -1.89 -0.28 0.05
H 0.23 0.58 2.15

***

2 | 11
Properties=species:S:1:pos:R:3 method="wB97M-V/def2-TZVPD" homo_energy_ev="-7.482 / -7.615" homo_lumo_gap_ev="6.949 / 7.099" spin_multiplicity=1 charge=0
C 0.55 -0.47 0.20
C -0.40 -1.51 0.05
C 0.34 0.74 -0.39
C -2.56 0.01 -0.11
S -1.95 -1.54 -0.14
Br -4.44 0.30 0.05
H 1.47 -0.53 0.68
H 0.14 -2.47 0.12
H -0.55 0.95 -0.94
H 0.93 1.59 0.10
H -1.87 0.62 0.46

***

Winner for stability: 2

***

1 | 19
Properties=species:S:1:pos:R:3 method="wB97M-V/def2-TZVPD" homo_energy_ev="4.352 / -0.042" homo_lumo_gap_ev="1.991 / 6.312" spin_multiplicity=2 charge=-2
C 2.59 1.72 1.15
N 2.40 1.01 -0.12
C 1.60 -0.25 0.08
O 0.47 -0.11 0.77
H 1.76 1.54 1.84
H 2.70 2.78 0.95
H 3.52 1.37 1.61
H 1.85 1.60 -0.74
H 2.30 -0.95 0.60
H 1.45 -0.63 -0.97
C -2.28 -0.16 0.35
C -2.82 -1.21 -0.59
C -2.36 -1.35 -1.85
H -2.22 -0.56 1.36
H -1.24 0.11 0.02
H -2.89 0.76 0.28
H -3.66 -1.81 -0.24
H -2.34 -2.34 -2.31
H -1.89 -0.54 -2.41

***

2 | 19
Properties=species:S:1:pos:R:3 method="wB97M-V/def2-TZVPD" homo_energy_ev="3.974 / -0.190" homo_lumo_gap_ev="2.902 / 7.027" spin_multiplicity=2 charge=-2
C 0.51 -0.53 -0.64
N 0.09 -0.92 0.72
C 1.16 -0.55 1.83
O 2.09 -1.42 2.09
C 0.09 0.96 -0.88
C -1.47 1.03 -0.82
C -2.19 1.18 -2.16
H 0.03 -1.24 -1.32
H 1.59 -0.69 -0.75
H 0.13 -1.93 0.84
H 0.50 -0.36 2.74
H 1.30 0.51 1.53
H 0.44 1.42 0.05
H 0.65 1.34 -1.73
H -1.49 2.09 -0.48
H -1.87 0.42 -0.03
H -2.06 0.35 -2.87
H -3.26 1.31 -1.96
H -2.01 2.13 -2.68

***

Winner for stability: 2

***

1 | 25
Properties=species:S:1:pos:R:3 method="wB97M-V/def2-TZVPD" homo_energy_ev=-13.192 homo_lumo_gap_ev=9.957 smiles="[H]/N=C(/C(CC)=N/[H])N(C)[NH2+]C" spin_multiplicity=1 charge=+1
C 1.79 0.10 -0.11
C 0.57 -0.68 0.39
C 1.55 -1.41 -2.40
C -0.77 1.68 -0.02
C -2.96 0.11 1.57
C 2.09 -0.18 -1.66
N 2.26 0.91 0.71
N 0.65 -1.80 0.84
N -0.83 0.28 0.46
N -1.50 0.04 1.71
H 0.49 -1.57 -2.04
H 2.02 -2.25 -2.19
H 1.51 -1.28 -3.53
H -1.81 1.96 -0.29
H -0.24 2.50 0.58
H -0.11 1.60 -0.95
H -3.10 1.02 0.96
H -3.50 -0.73 1.09
H -3.47 0.41 2.51
H 3.14 -0.09 -1.74
H 1.61 0.64 -2.14
H 2.97 1.56 0.45
H -0.08 -2.47 1.31
H -1.16 0.61 2.56
H -1.12 -0.96 1.94

***

2 | 25
Properties=species:S:1:pos:R:3 method="wB97M-V/def2-TZVPD" homo_energy_ev="-10.930 / -10.927" homo_lumo_gap_ev="6.920 / 6.916" spin_multiplicity=1 charge=+1
C -0.36 0.01 -1.14
C 1.45 0.32 2.32
C 0.97 -0.88 1.51
C 2.75 0.66 1.54
C -2.09 -0.62 -2.88
C -2.45 0.73 -0.01
N -0.67 -0.54 -2.27
N 1.65 -0.87 0.25
N -1.03 0.65 -0.26
N 2.58 -0.04 0.35
H 0.81 1.24 2.31
H 1.47 0.18 3.46
H 1.32 -1.95 1.85
H 0.00 -1.05 1.12
H 2.98 1.76 1.35
H 3.74 0.23 2.05
H -2.39 0.23 -3.41
H -2.94 -0.94 -2.06
H -2.11 -1.37 -3.56
H -2.51 0.22 1.01
H -2.78 1.85 0.14
H -3.12 0.29 -0.72
H -0.45 1.20 0.34
H -0.13 -1.17 -2.88
H 3.31 -0.13 -0.41

***

Winner for stability: 1

***

1 | 30
Properties=species:S:1:pos:R:3 method="wB97M-V/def2-TZVPD" homo_energy_ev=-11.740 homo_lumo_gap_ev=10.652 spin_multiplicity=1 charge=0
Li 0.00 0.03 -0.05
Li -0.22 -2.83 0.47
Li -1.34 1.69 -1.55
N 0.56 1.13 -1.68
S 1.40 2.50 -1.20
O 0.81 3.66 -1.75
O 2.77 2.31 -0.95
F 0.80 2.42 0.29
S 1.39 0.74 -3.03
O 2.54 -0.01 -2.76
O 1.36 1.71 -4.06
F 0.31 -0.35 -3.52
N -2.01 0.30 -0.16
S -2.92 -1.16 -0.28
O -4.29 -1.03 -0.14
O -2.27 -2.32 0.27
F -2.73 -1.34 -1.83
S -2.78 0.81 1.17
O -2.80 -0.15 2.20
O -3.88 1.66 0.88
F -1.67 1.84 1.66
N 0.85 -1.35 1.16
S 1.02 -0.73 2.75
O 1.19 0.66 2.72
O 1.81 -1.53 3.60
F -0.46 -0.99 3.16
S 2.39 -1.82 0.95
O 2.74 -3.10 1.39
O 3.30 -0.74 0.94
F 2.15 -2.02 -0.65

***

2 | 30
Properties=species:S:1:pos:R:3 method="wB97M-V/def2-TZVPD" homo_energy_ev=-11.750 homo_lumo_gap_ev=9.769 spin_multiplicity=1 charge=0
Li 0.10 -0.08 -0.29
Li 0.17 -0.73 2.42
Li 0.09 1.98 -1.42
N -1.38 1.11 -0.52
S -1.88 1.68 1.12
O -1.28 0.97 2.19
O -3.25 2.08 1.41
F -1.11 3.09 1.09
S -2.80 0.98 -1.20
O -3.51 2.23 -1.49
O -3.52 -0.15 -0.73
F -2.30 0.50 -2.65
N -0.31 -1.58 0.82
S 0.81 -2.89 0.27
O 0.61 -3.46 -1.05
O 1.27 -3.75 1.35
F 2.12 -1.96 0.14
S -1.48 -2.60 0.72
O -1.49 -3.58 1.82
O -2.06 -2.95 -0.60
F -2.50 -1.59 1.28
N 1.70 1.00 -0.71
S 2.47 1.68 0.56
O 3.65 2.45 0.39
O 2.01 1.27 1.89
F 1.47 2.93 0.27
S 2.96 0.60 -1.47
O 3.87 -0.37 -0.94
O 3.55 1.64 -2.32
F 2.02 -0.49 -2.35

***

Winner for stability: 1